Entry 1:
57
Properties=species:S:1:pos:R:3:mulliken_charge:R:1 method="wB97M-V/def2-TZVPD" charge=-3 homo_energy_ev=2.4 relative_energy_kj_mol=188.8
C -2.59 -5.43 4.01 -0.535
O -3.20 -4.77 5.06 -0.902
H -2.90 -5.11 3.02 0.138
H -1.52 -5.21 3.90 0.154
H -2.61 -6.51 4.07 0.146
C 0.80 4.05 -4.58 -0.525
O 0.19 4.89 -3.57 -0.909
H 1.89 4.04 -4.55 0.141
H 0.45 3.02 -4.50 0.144
H 0.66 4.42 -5.59 0.152
C 0.55 0.38 1.16 -0.463
O -0.01 1.22 2.08 -0.907
H 0.31 0.66 0.13 0.131
H 1.63 0.33 1.32 0.111
H 0.16 -0.64 1.21 0.138
C 1.82 -3.76 -2.75 -0.474
O 1.81 -4.55 -3.91 -0.515
H 1.73 -2.70 -2.98 0.223
H 1.04 -4.06 -2.04 0.243
H 2.78 -3.86 -2.25 0.225
H 1.59 -5.45 -3.66 0.295
C 3.20 -0.90 6.35 -0.533
O 2.09 -1.43 7.01 -0.465
H 2.97 0.07 5.91 0.253
H 4.08 -0.77 6.98 0.226
H 3.54 -1.59 5.57 0.243
H 2.42 -2.15 7.56 0.275
C -4.13 -2.51 -2.89 -0.487
O -5.45 -2.40 -3.36 -0.511
H -3.46 -2.58 -3.75 0.229
H -3.77 -1.68 -2.28 0.248
H -4.02 -3.42 -2.30 0.236
H -5.68 -3.12 -3.96 0.283
C 4.87 5.54 0.49 -0.479
O 4.08 6.61 0.93 -0.485
H 5.78 5.51 1.09 0.217
H 4.34 4.59 0.60 0.242
H 5.08 5.69 -0.57 0.224
H 4.64 7.37 1.07 0.279
C 7.74 -0.37 -0.79 -0.497
O 8.07 -1.55 -1.59 -0.506
H 7.24 0.30 -1.48 0.239
H 7.13 -0.58 0.09 0.248
H 8.58 0.18 -0.37 0.225
H 8.46 -1.25 -2.42 0.289
C -7.25 -0.36 1.99 -0.505
O -6.03 0.27 2.38 -0.479
H -7.04 -1.16 1.29 0.232
H -7.63 -0.77 2.93 0.216
H -8.08 0.25 1.63 0.238
H -5.60 0.68 1.63 0.299
C -5.46 3.44 -2.67 -0.514
O -4.43 3.40 -1.73 -0.487
H -5.79 4.45 -2.90 0.224
H -5.22 2.89 -3.58 0.254
H -6.28 2.92 -2.18 0.188
H -3.61 3.47 -2.23 0.331



Entry 2:
19
Properties=species:S:1:pos:R:3:mulliken_charge:R:1 method="wB97M-V/def2-TZVPD" homo_energy_ev=-8.7 relative_energy_kj_mol=154.0 smiles=C[C@H](O)CNCN
C 1.15 -0.39 -1.45 -1.276
C 0.90 0.96 -0.78 0.655
O 2.10 1.69 -0.74 -0.555
C 0.24 0.85 0.59 -1.156
N -1.01 0.10 0.56 -0.299
C -1.02 -1.30 0.79 -0.170
N -2.37 -1.82 1.04 -0.685
H 1.47 -1.15 -0.73 0.269
H 0.22 -0.75 -1.89 0.303
H 1.89 -0.24 -2.23 0.402
H 0.23 1.52 -1.43 0.194
H 2.37 1.80 0.18 0.329
H -0.05 1.87 0.89 0.285
H 0.89 0.43 1.35 0.499
H -1.62 0.48 -0.15 0.265
H -0.33 -1.49 1.62 0.236
H -0.59 -1.92 -0.02 0.179
H -3.01 -1.17 0.61 0.251
H -2.60 -1.80 2.03 0.274



Entry 3:
19
Properties=species:S:1:pos:R:3:mulliken_charge:R:1 method="wB97M-V/def2-TZVPD" charge=-2 homo_energy_ev="4.0 / 0.1" spin_multiplicity=2 s_squared=0.75 relative_energy_kj_mol=39.4
C -1.24 1.61 -2.07 -4.149
N -1.32 0.98 -0.78 0.375
C -0.08 0.35 -0.30 0.367
C -0.25 0.02 1.21 -1.025
C 1.08 -0.54 1.92 -0.481
O 1.49 -1.77 1.66 -0.841
C 0.46 -0.85 -1.10 -1.602
H -0.81 0.99 -2.88 0.385
H -0.62 2.51 -1.99 0.345
H -2.23 1.94 -2.40 1.646
H -2.09 0.34 -0.63 0.279
H 0.69 1.13 -0.38 0.374
H -0.46 0.96 1.72 0.350
H -0.98 -0.80 1.28 0.317
H 1.80 0.32 1.60 0.110
H 0.92 -0.22 2.98 0.290
H -0.10 -1.74 -0.81 0.245
H 1.51 -0.97 -0.82 0.393
H 0.35 -0.72 -2.18 0.624



Entry 4:
10
Properties=species:S:1:pos:R:3:mulliken_charge:R:1 method="wB97M-V/def2-TZVPD" charge=+1 homo_energy_ev=-14.9 relative_energy_kj_mol=177.4
C 2.17 -0.68 0.06 0.631
N -0.93 -0.80 -0.10 -0.446
N 1.64 0.51 0.11 -0.286
O -0.07 -1.29 -1.11 -0.191
S 1.26 -2.11 -0.67 0.243
Cl 3.67 -1.13 0.78 -0.036
H -1.71 -1.36 0.09 0.271
H -1.33 -0.02 -0.61 0.269
H 2.15 1.19 0.73 0.270
H 0.80 0.83 -0.37 0.274